ORCA calculation (ωB97M-V/def2-TZVPD) on a cluster of 2 separate species, C32H40O4S in total.

Element x y z (Å)
1 C -4.344 2.404 2.738
2 C -3.696 1.253 2.043
3 C -3.197 0.193 2.794
4 C -2.417 -0.810 2.223
5 C -1.824 -1.867 3.107
6 C -2.157 -0.744 0.844
7 C -1.149 -1.686 0.216
8 C -1.802 -3.050 -0.092
9 C 0.192 -1.812 1.000
10 C 0.721 -0.613 1.712
11 C 2.109 -0.341 1.620
12 C 2.560 0.954 1.189
13 C 1.607 1.930 0.581
14 C 3.907 1.271 1.297
15 C 4.851 0.340 1.741
16 C 6.260 0.767 2.006
17 C 4.443 -0.985 1.937
18 C 3.105 -1.355 1.870
19 C 2.770 -2.803 2.041
20 C -2.887 0.155 0.037
21 C -2.915 0.072 -1.470
22 C -3.592 1.184 0.655
23 H -4.473 3.244 2.049
24 H -5.330 2.129 3.133
25 H -3.726 2.729 3.582
26 H -3.403 0.151 3.859
27 H -1.905 -2.869 2.668
28 H -0.762 -1.647 3.290
29 H -2.307 -1.884 4.090
30 H -0.845 -1.265 -0.757
31 H -2.744 -2.896 -0.637
32 H -1.147 -3.675 -0.712
33 H -2.049 -3.616 0.818
34 H 0.155 -2.665 1.692
35 H 0.962 -2.077 0.259
36 H 0.013 0.173 1.996
37 H 2.191 2.644 -0.010
38 H 0.896 1.426 -0.084
39 H 1.046 2.499 1.335
40 H 4.228 2.274 1.010
41 H 6.865 -0.091 2.323
42 H 6.730 1.224 1.123
43 H 6.281 1.519 2.811
44 H 5.196 -1.751 2.126
45 H 3.673 -3.361 2.317
46 H 2.014 -2.998 2.815
47 H 2.423 -3.240 1.093
48 H -3.667 0.781 -1.845
49 H -1.952 0.341 -1.929
50 H -3.194 -0.930 -1.828
51 H -4.071 1.946 0.039
52 C -2.733 -1.024 7.250
53 C -2.301 0.235 6.547
54 O -1.160 -0.086 5.704
55 C -0.880 0.925 4.842
56 C 0.467 0.749 4.247
57 S 1.426 2.157 4.564
58 C 2.661 1.715 5.802
59 C 2.638 2.373 7.038
60 C 3.717 2.242 7.910
61 C 4.814 1.459 7.546
62 C 4.829 0.779 6.326
63 C 3.743 0.906 5.455
64 O 2.214 2.556 3.416
65 O 0.650 3.150 5.268
66 O -1.685 1.821 4.594
67 H -3.589 -0.796 7.894
68 H -3.056 -1.788 6.531
69 H -1.938 -1.444 7.878
70 H -3.117 0.628 5.927
71 H -1.988 1.003 7.268
72 H 0.983 -0.189 4.450
73 H 1.795 3.008 7.294
74 H 3.690 2.779 8.858
75 H 5.669 1.396 8.215
76 H 5.683 0.170 6.021
77 H 3.739 0.410 4.485

Its total energy is -1942.372015 Ha. The calculation puts the frontier orbital gap at 5.183 eV. As for the HOMO energy: -7.37 eV. The multiplicity is 1. The value obtained for the LUMO energy is -2.19 eV.